Entry 1:
Below is a 6-piece molecular cluster, C35H77O10S3 overall, with properties calculated with the ωB97M-V functional and the def2-TZVPD basis.

Geometry as ORCA input:
```
! RIJCOSX wB97M-V def2-TZVPD def2/J DEFGRID3
* xyz -1 1
C -2.1094 -8.4674 1.1655
C -2.4025 -8.0649 -0.2987
C -1.0887 -7.7326 -1.0150
C -3.3936 -6.8900 -0.3221
C -4.1681 -6.5844 -1.6103
C -5.0333 -7.7551 -2.0715
C -3.3134 -6.0841 -2.7658
O -2.4766 -5.0451 -2.3330
C -2.2669 -4.0473 -3.3523
S -3.8013 -2.8831 -3.2327
S -0.8379 -3.1307 -2.7265
C -0.2843 -2.5324 -4.3500
C 0.6654 -1.3790 -4.2442
O 1.7627 -1.2991 -4.7368
O 0.1390 -0.3691 -3.5198
C 0.9769 0.7486 -3.2671
C 0.1006 1.7005 -2.4619
C -0.8201 2.5349 -3.3456
O 0.9867 2.5505 -1.7018
C 1.1125 2.4202 -0.3709
O 2.1691 2.6566 0.1526
C -0.0877 2.0024 0.4668
S -1.6541 2.8308 0.0682
H -2.4713 -9.4729 1.3875
H -2.5795 -7.7662 1.8589
H -1.0374 -8.4338 1.3673
H -2.8526 -8.9258 -0.8035
H -1.1987 -7.6796 -2.0961
H -0.7108 -6.7654 -0.6745
H -0.3374 -8.4940 -0.7885
H -4.1469 -7.0740 0.4551
H -2.8499 -5.9877 -0.0260
H -4.8362 -5.7532 -1.3584
H -5.8109 -7.9806 -1.3368
H -5.5338 -7.5122 -3.0121
H -4.4490 -8.6643 -2.2314
H -3.9649 -5.7331 -3.5743
H -2.7093 -6.9045 -3.1847
H -3.2199 -1.7717 -2.7511
H 0.1968 -3.3277 -4.9130
H -1.1765 -2.1903 -4.8792
H 1.8635 0.4538 -2.7032
H 1.3027 1.1970 -4.2093
H -0.4833 1.0629 -1.7996
H -1.8709 2.3480 -3.1383
H -0.6252 3.5934 -3.1768
H -0.6288 2.3067 -4.3947
H 0.1786 2.1731 1.5053
H -0.2356 0.9305 0.3365
H -2.3442 1.7241 -0.2285
C 0.0031 -12.8449 1.8581
C -0.4955 -12.2556 0.5487
O 0.3619 -11.2777 -0.0075
C 1.6746 -11.7005 -0.3221
C 1.7385 -12.8288 -1.3379
H 0.1638 -12.0550 2.5931
H -0.7370 -13.5423 2.2535
H 0.9391 -13.3917 1.7346
H -1.4367 -11.7330 0.7207
H -0.6971 -13.0533 -0.1763
H 2.2236 -11.9760 0.5866
H 2.1576 -10.8116 -0.7285
H 1.2836 -13.7469 -0.9629
H 2.7800 -13.0495 -1.5764
H 1.2252 -12.5438 -2.2571
C 4.0101 6.2719 3.3453
C 2.5298 6.2742 3.6851
O 1.7672 7.2215 2.9585
C 1.7703 7.0708 1.5464
C 1.2408 5.7333 1.0657
H 4.4403 7.2625 3.5011
H 4.5347 5.5604 3.9848
H 4.1917 5.9768 2.3116
H 2.3915 6.5539 4.7310
H 2.1121 5.2677 3.5643
H 2.7736 7.2492 1.1431
H 1.1347 7.8791 1.1819
H 1.8579 4.8972 1.3931
H 1.2202 5.7114 -0.0248
H 0.2250 5.5697 1.4352
C 3.2431 4.5771 -6.7207
C 2.1478 3.6211 -6.2805
O 1.3731 3.0914 -7.3399
C 2.0722 2.2904 -8.2783
C 2.7322 1.0612 -7.6764
H 2.8213 5.4064 -7.2908
H 3.7518 4.9800 -5.8438
H 3.9933 4.0840 -7.3404
H 1.4303 4.1485 -5.6503
H 2.5686 2.8121 -5.6727
H 2.8085 2.8913 -8.8265
H 1.3107 1.9861 -8.9970
H 3.5196 1.3208 -6.9678
H 3.1877 0.4654 -8.4689
H 2.0024 0.4412 -7.1546
C 3.2480 4.4243 7.1913
C 2.0133 3.5436 7.2713
O 1.6371 3.1923 8.5921
C 1.3132 4.2697 9.4517
C 0.1503 5.1222 8.9727
H 4.0982 3.9430 7.6767
H 3.5025 4.6046 6.1458
H 3.0919 5.3954 7.6635
H 2.2046 2.5922 6.7752
H 1.1767 4.0156 6.7435
H 2.1929 4.8982 9.6349
H 1.0576 3.7965 10.4004
H 0.3727 5.6333 8.0353
H -0.0768 5.8856 9.7183
H -0.7388 4.5084 8.8230
C -1.6555 7.9637 3.3179
C -1.9305 8.3827 1.8854
O -3.1401 9.1037 1.7054
C -3.2491 10.3157 2.4267
C -2.1774 11.3399 2.0920
H -2.4786 7.3609 3.7053
H -0.7356 7.3789 3.3553
H -1.5205 8.8222 3.9778
H -2.0402 7.5000 1.2546
H -1.0821 8.9540 1.4904
H -3.2640 10.1250 3.5064
H -4.2308 10.7085 2.1591
H -1.1801 10.9946 2.3667
H -2.3690 12.2645 2.6389
H -2.1799 11.5619 1.0239
*
```

## Properties
LUMO level (eV): 1.85
Max |F| (Eh/bohr): 0.007
ΔE to the lowest compared entry with this formula, charge and spin (kcal per mole): 0.0
HOMO (eV): -2.8
Gap between HOMO and LUMO (eV): 4.6005


Entry 2:
Below is a 3-piece molecular cluster, C41H80N2O5 overall, with properties calculated with the ωB97M-V functional and the def2-TZVPD basis.

Geometry as ORCA input:
```
! RIJCOSX wB97M-V def2-TZVPD def2/J DEFGRID3
* xyz 0 3
C -0.3689 1.1221 -2.3264
C 1.1139 1.3736 -2.6610
C 1.8841 0.0945 -2.9971
C 2.3345 -0.7142 -1.7807
C 3.4470 -0.0440 -0.9796
C 3.7900 -0.7394 0.3376
C 4.2478 -2.1926 0.2088
C 4.3022 -2.9434 1.5512
C 5.6999 -3.0510 2.1886
C 5.8779 -2.1900 3.4405
C 7.1924 -2.4687 4.1939
C 7.0235 -3.0010 5.6289
C 7.9341 -2.3048 6.6380
C 7.7260 -2.8075 8.0757
C 7.3762 -1.7335 9.0859
C 7.3793 -2.2041 10.5605
C 7.2767 -3.7097 10.8282
C 6.8510 -4.0093 12.2779
C 5.5222 -4.7610 12.3433
C 4.9937 -5.0814 13.7551
C 5.4648 -4.1494 14.8716
C 6.1036 -0.9508 8.7734
O 6.3735 0.3151 9.3938
C 7.7236 0.4804 9.4180
O 8.2708 1.4574 9.7926
O 8.3404 -0.6466 8.9727
H -0.6040 1.3917 -1.2952
H -0.6307 0.0708 -2.4598
H -1.0183 1.7140 -2.9688
H 1.1831 2.0610 -3.5059
H 1.5897 1.8871 -1.8220
H 1.2440 -0.5313 -3.6262
H 2.7667 0.3335 -3.6001
H 1.4783 -0.9148 -1.1243
H 2.6844 -1.6878 -2.1339
H 3.1549 0.9833 -0.7448
H 4.3438 0.0336 -1.6051
H 4.5879 -0.1683 0.8253
H 2.9267 -0.6815 1.0100
H 5.2479 -2.1953 -0.2384
H 3.6042 -2.7287 -0.4898
H 3.6372 -2.4366 2.2582
H 3.8937 -3.9459 1.4145
H 5.9134 -4.0914 2.4502
H 6.4587 -2.7616 1.4548
H 5.8454 -1.1385 3.1413
H 5.0204 -2.3507 4.1007
H 7.7756 -3.1895 3.6147
H 7.7992 -1.5606 4.2239
H 5.9794 -2.9026 5.9453
H 7.2458 -4.0722 5.6538
H 7.7815 -1.2246 6.5792
H 8.9731 -2.4711 6.3469
H 6.9251 -3.5507 8.0973
H 8.6235 -3.3241 8.4192
H 6.5574 -1.7091 11.0861
H 8.3004 -1.8298 11.0126
H 6.5660 -4.1768 10.1424
H 8.2454 -4.1731 10.6363
H 6.7692 -3.0701 12.8288
H 7.6273 -4.5952 12.7760
H 4.7703 -4.1900 11.7875
H 5.6531 -5.6989 11.7956
H 5.2583 -6.1091 14.0148
H 3.9022 -5.0531 13.7339
H 5.3566 -3.0983 14.5982
H 4.8717 -4.3096 15.7725
H 6.5079 -4.3249 15.1369
H 5.9760 -0.7764 7.7029
H 5.2035 -1.3929 9.1922
C -4.7909 1.6605 -7.1813
C -3.5083 2.2802 -6.6015
C -2.9299 3.3560 -7.5305
C -2.2856 2.7959 -8.7944
C -1.2318 1.7468 -8.4514
C -1.7739 0.6187 -7.5662
N -2.4397 1.2478 -6.3748
O -1.6308 1.5372 -5.4364
C -2.7290 -0.2807 -8.3538
C -0.6306 -0.2525 -7.0583
C -3.8585 2.9015 -5.2532
H -5.6604 2.1307 -6.7244
H -4.8768 1.7912 -8.2606
H -4.8561 0.5963 -6.9621
H -2.1794 3.9239 -6.9721
H -3.7357 4.0509 -7.7830
H -3.0436 2.3744 -9.4604
H -1.8155 3.6111 -9.3481
H -0.8207 1.3005 -9.3610
H -0.4019 2.2296 -7.9266
H -3.2085 -1.0040 -7.6933
H -2.1485 -0.8319 -9.0948
H -3.5024 0.2640 -8.8863
H 0.1330 0.3363 -6.5582
H -0.1789 -0.7667 -7.9088
H -0.9986 -1.0009 -6.3554
H -4.2083 2.1393 -4.5559
H -4.6669 3.6183 -5.4061
H -3.0082 3.4114 -4.8089
C -10.1878 4.8200 -6.8980
C -9.3903 3.5075 -6.7940
C -10.2853 2.2807 -7.0144
C -11.2320 1.9926 -5.8542
C -10.4656 1.8812 -4.5401
C -9.5986 3.1099 -4.2438
N -8.7336 3.3654 -5.4483
O -7.6703 2.6668 -5.4652
C -10.4674 4.3187 -3.8897
C -8.6798 2.8370 -3.0585
C -8.2923 3.5350 -7.8522
H -10.0655 5.2405 -7.8958
H -11.2554 4.6797 -6.7344
H -9.8275 5.5624 -6.1890
H -9.6400 1.4107 -7.1693
H -10.8452 2.4333 -7.9412
H -12.0046 2.7633 -5.7841
H -11.7569 1.0551 -6.0465
H -11.1543 1.7405 -3.7029
H -9.8177 1.0004 -4.5750
H -9.8579 5.2188 -3.8019
H -10.9344 4.1323 -2.9220
H -11.2643 4.5098 -4.6016
H -8.0887 1.9379 -3.2051
H -9.2926 2.7136 -2.1638
H -7.9967 3.6718 -2.8984
H -7.6002 4.3591 -7.6722
H -8.7597 3.6808 -8.8277
H -7.7251 2.6090 -7.8719
*
```

## Properties
LUMO level (spin up / spin down) (eV): 0.71 / 0.52
Max |F| (Eh/bohr): 0.012
HOMO (spin up / spin down) (eV): -7.8 / -9.1
Gap between HOMO and LUMO (spin up / spin down) (eV): 8.4934 / 9.5934


Entry 3:
Below is a 2-piece molecular cluster, C5H13N2 overall, with properties calculated with the ωB97M-V functional and the def2-TZVPD basis.

Geometry as ORCA input:
```
! RIJCOSX wB97M-V def2-TZVPD def2/J DEFGRID3
* xyz 1 1
C 2.2009 0.8858 0.0008
C 0.6976 -0.0268 0.1876
C 3.2878 0.1519 -0.0903
C -0.9452 -2.4810 -0.0357
C -1.5131 -1.0609 0.0196
N -0.6068 -0.0349 0.1370
N -1.5582 2.5685 -0.0458
H 2.1943 1.9415 -0.1368
H 1.2340 -1.0143 0.1100
H 4.1999 0.6135 -0.4108
H 3.3386 -0.8504 0.0614
H -2.1571 2.9574 0.5759
H -0.1762 -2.4414 -0.7998
H -0.5023 -2.6339 0.9836
H -1.6736 -3.2329 -0.1960
H -1.9905 -0.9713 -1.0207
H -2.2316 -0.9037 0.8791
H -0.6368 2.9470 0.1502
H -2.0860 2.7242 -0.8722
H -1.0754 0.8618 0.5029
*
```

## Properties
LUMO level (eV): -4.38
Max |F| (Eh/bohr): 0.125
ΔE to the lowest compared entry with this formula, charge and spin (kcal per mole): 101.5
HOMO (eV): -14.4
Gap between HOMO and LUMO (eV): 10.0641


Entry 4:
Below is one molecule with the formula C4H5NO, with properties calculated with the ωB97M-V functional and the def2-TZVPD basis.

Geometry as ORCA input:
```
! RIJCOSX wB97M-V def2-TZVPD def2/J DEFGRID3
* xyz 0 1
N -1.2054 1.1501 0.3078
C -1.2608 -0.2064 0.4367
O -2.2729 -0.8074 0.7603
C 0.0016 -0.9522 0.1844
C 1.2077 -0.4039 -0.2217
C 2.1210 0.3885 -0.6822
H -2.0831 1.6441 0.3597
H -0.4275 1.6018 -0.1451
H -0.1096 -2.0293 0.2385
H 1.0391 -1.1915 -1.0552
H 2.9899 0.8062 -0.1832
*
```

## Properties
LUMO level (spin up / spin down) (eV): -0.70 / -0.69
Max |F| (Eh/bohr): 0.009
ΔE to the lowest compared entry with this formula, charge and spin (kcal per mole): 109.2
HOMO (spin up / spin down) (eV): -8.5 / -8.5
Gap between HOMO and LUMO (spin up / spin down) (eV): 7.8179 / 7.8175


Entry 5:
Below is a 2-piece molecular cluster, C10H14N3S overall, with properties calculated with the ωB97M-V functional and the def2-TZVPD basis.

Geometry as ORCA input:
```
! RIJCOSX wB97M-V def2-TZVPD def2/J DEFGRID3
* xyz 1 1
C -2.5919 2.5534 -0.7011
C -3.7241 1.9231 -0.1518
C -2.5803 0.4591 -1.3167
C 1.4391 -1.3934 0.9387
C 2.1774 -0.4636 1.6309
C 4.0605 0.0059 0.5039
C -4.4032 -0.6094 -0.3086
C 3.6335 0.2007 -0.8626
C 0.0182 -1.5268 1.2415
C -0.7810 -2.4076 0.5773
N 3.4687 -0.2512 1.5456
N -1.9125 1.6050 -1.4075
N -3.6667 0.5941 -0.5600
S -5.5525 -0.4567 0.9271
H -2.2807 3.5334 -0.6506
H -4.4688 2.4583 0.4580
H -2.3532 -0.4834 -1.7552
H 1.7450 -2.0317 0.1508
H 1.5161 0.0275 2.4455
H 5.2078 0.1656 0.6691
H 2.7001 0.8328 -0.9164
H 3.2908 -0.7598 -1.3781
H 4.3541 0.5956 -1.4968
H -0.3124 -0.9033 1.9527
H -6.0985 -1.6861 0.9146
H -0.3592 -3.1478 -0.0430
H -1.8237 -2.3988 0.5594
H -0.9416 1.5629 -1.6779
*
```

## Properties
LUMO level (eV): -4.89
Max |F| (Eh/bohr): 0.109
ΔE to the lowest compared entry with this formula, charge and spin (kcal per mole): 105.6
HOMO (eV): -10.4
Gap between HOMO and LUMO (eV): 5.4925


Entry 6:
Below is a 2-piece molecular cluster, C3H7NO4 overall, with properties calculated with the ωB97M-V functional and the def2-TZVPD basis.

Geometry as ORCA input:
```
! RIJCOSX wB97M-V def2-TZVPD def2/J DEFGRID3
* xyz 0 1
O -1.5942 -2.3630 0.1979
C -0.4130 -2.3976 0.4995
C 0.2331 -1.2838 1.4221
N 1.1918 -0.5838 0.6275
C 1.1855 0.7519 0.2341
O 1.9464 1.4032 -0.4220
O 0.1044 1.2967 0.8876
H 0.3797 -3.0630 0.0988
H -0.6354 -0.6784 1.7467
H 0.7792 -1.6982 2.3714
H 1.9071 -1.1519 0.2042
H 0.3191 2.0124 1.5924
O -2.0646 2.4133 -2.9565
H -2.1394 1.5321 -2.8954
H -2.1232 2.7096 -2.1009
*
```

## Properties
LUMO level (eV): 0.35
Max |F| (Eh/bohr): 0.099
ΔE to the lowest compared entry with this formula, charge and spin (kcal per mole): 57.7
SMILES: O=CCNC(=O)O.O
HOMO (eV): -9.9
Gap between HOMO and LUMO (eV): 10.2834


Repeat the fourth record exactly.
Below is one molecule with the formula C4H5NO, with properties calculated with the ωB97M-V functional and the def2-TZVPD basis.

Geometry as ORCA input:
```
! RIJCOSX wB97M-V def2-TZVPD def2/J DEFGRID3
* xyz 0 1
N -1.2054 1.1501 0.3078
C -1.2608 -0.2064 0.4367
O -2.2729 -0.8074 0.7603
C 0.0016 -0.9522 0.1844
C 1.2077 -0.4039 -0.2217
C 2.1210 0.3885 -0.6822
H -2.0831 1.6441 0.3597
H -0.4275 1.6018 -0.1451
H -0.1096 -2.0293 0.2385
H 1.0391 -1.1915 -1.0552
H 2.9899 0.8062 -0.1832
*
```

## Properties
LUMO level (spin up / spin down) (eV): -0.70 / -0.69
Max |F| (Eh/bohr): 0.009
ΔE to the lowest compared entry with this formula, charge and spin (kcal per mole): 109.2
HOMO (spin up / spin down) (eV): -8.5 / -8.5
Gap between HOMO and LUMO (spin up / spin down) (eV): 7.8179 / 7.8175


The highest max |F| belongs to which entry? C5H13N2